Entry 1:
Molecular formula: C17H17F3N2O10S
Method: DFT, wB97M-V/def2-TZVPD

Last column: Mulliken charge in e.
Element x y z (Å)
S: 2.699 -4.958 -4.508  0.176
F: 2.448 -3.377 3.842  -0.275
F: -1.282 2.651 3.053  -0.290
F: -3.373 5.556 -0.389  -0.282
O: -0.486 2.135 1.005  -0.244
O: 1.080 0.367 5.785  -0.504
O: -4.469 4.746 -2.186  -0.327
O: 1.533 1.334 1.576  -0.330
O: 1.015 1.622 -0.596  -0.469
O: -1.151 -1.361 -1.636  -0.526
O: 1.601 -1.631 6.681  -0.354
O: -2.910 3.329 -2.971  -0.298
O: 1.898 -1.285 4.482  -0.232
O: -4.777 3.711 -4.170  -0.499
N: 3.266 -4.171 -3.232  -0.668
N: 1.130 -4.483 -4.522  -0.724
C: -0.313 0.301 -3.345  -0.897
C: -0.576 1.725 2.361  0.320
C: 1.484 -0.743 5.665  0.657
C: -0.049 -2.101 -2.028  0.166
C: 2.628 -2.454 4.815  0.268
C: -0.117 -2.940 -3.086  -0.451
C: 1.989 -2.883 6.108  -0.446
C: -1.505 -0.382 -2.645  -0.318
C: 2.286 -2.568 -1.584  -0.898
C: 2.269 -3.444 -2.707  0.792
C: 1.057 -3.658 -3.481  0.930
C: 0.723 1.691 0.552  0.633
C: 0.865 1.695 2.792  0.267
C: -3.620 4.428 -1.099  0.318
C: -4.117 3.909 -3.208  0.629
C: 1.162 -1.894 -1.244  -0.326
C: -2.378 3.927 -1.786  0.021
H: -1.076 -3.024 -3.601  0.399
H: -2.076 -0.917 -3.425  0.338
H: -1.699 4.735 -2.061  0.235
H: 1.103 -3.500 5.948  0.283
H: 1.221 2.671 3.126  0.276
H: 1.099 -1.191 -0.415  0.444
H: 1.053 0.966 3.575  -0.441
H: -1.833 3.197 -1.189  -0.087
H: 2.676 -3.416 6.761  0.274
H: -1.085 0.761 2.418  0.311
H: -2.139 0.397 -2.199  0.229
H: -4.109 3.693 -0.456  0.303
H: 0.036 -0.314 -4.190  0.368
H: 0.537 0.516 -2.684  0.221
H: 3.690 -2.211 4.893  0.280
H: -0.601 1.265 -3.799  0.348
H: 3.193 -2.424 -0.996  0.401

- Charge: 0
- LUMO energy: -0.3 eV
- HOMO-LUMO gap: 0.3120 hartree
- 2S+1: 1
- Strongest force on any atom: 1.70 eV/Å

=====

Entry 2:
Molecular formula: C17H17F3NO6S
Method: DFT, wB97M-V/def2-TZVPD

Last column: Mulliken charge in e.
Element x y z (Å)
S: 0.465 0.533 0.015  -0.023
F: 1.453 0.285 -2.413  -0.204
F: 0.271 2.109 -2.119  -0.239
F: -0.758 0.203 -2.380  -0.256
O: -0.523 -2.385 0.166  -0.060
O: 0.575 3.816 0.046  -0.618
O: -2.488 0.515 1.121  -0.653
O: -0.186 -2.351 2.419  -0.797
O: 3.559 -2.204 -0.394  -0.298
O: 1.539 -2.349 -1.430  -0.671
N: -0.727 1.879 0.387  -0.008
C: 5.663 -2.604 -1.524  -1.263
C: 0.340 0.788 -1.808  0.654
C: -2.224 5.243 0.335  -0.494
C: -2.027 1.616 0.846  0.316
C: -2.601 -2.183 -0.861  -1.006
C: 1.674 -2.128 0.974  0.689
C: 2.538 -2.582 2.070  -1.878
C: -2.714 2.934 0.888  0.317
C: 4.179 -2.376 -1.695  -0.072
C: -1.825 3.913 0.486  0.109
C: -4.434 4.554 1.168  -0.468
C: -1.933 -2.378 0.467  -0.204
C: -3.539 5.563 0.723  -0.427
C: -0.487 3.276 0.271  0.392
C: 0.250 -2.307 1.271  0.205
C: -4.042 3.206 1.210  -0.326
C: 2.192 -2.238 -0.408  0.798
H: -2.247 -1.245 -1.302  0.041
H: -2.224 -3.326 0.950  0.312
H: -2.159 -1.525 1.125  0.267
H: -4.722 2.393 1.485  0.462
H: 6.143 -2.592 -2.506  0.391
H: 3.990 -1.473 -2.293  0.177
H: 1.908 -2.579 2.970  0.467
H: 3.452 -2.010 2.266  0.240
H: -1.520 5.982 -0.063  0.444
H: 2.831 -3.628 1.855  0.303
H: 6.131 -1.835 -0.905  0.304
H: -2.363 -3.007 -1.544  0.363
H: -3.686 -2.129 -0.747  0.395
H: 3.731 -3.240 -2.204  0.286
H: -5.443 4.842 1.476  0.371
H: 5.865 -3.583 -1.079  0.298
H: -3.874 6.607 0.684  0.361

- Charge: -1
- LUMO energy: 1.7 eV
- HOMO-LUMO gap: 0.1718 hartree
- 2S+1: 1
- Relative energy (zero: lowest compared OMol25 entry of this formula, charge and spin): 3.55 kcal/mol
- Strongest force on any atom: 3.21 eV/Å

=====

Entry 3:
Molecular formula: C17H17MgN3O5SSe
Method: DFT, wB97M-V/def2-TZVPD

Last column: Mulliken charge in e.
Element x y z (Å)
Se: 2.399 0.178 -0.865  1.067
S: -0.742 -0.269 -3.694  0.312
Mg: -0.309 -0.099 -0.507  1.447
O: 3.073 0.161 -2.342  -0.744
O: -1.244 -0.298 -2.253  -0.571
O: 1.427 -1.182 -0.679  -0.775
O: 3.401 0.372 0.381  -0.725
O: 1.151 1.309 -0.847  -0.835
N: -0.887 -2.151 0.392  -0.027
N: -1.284 1.935 0.202  -0.085
N: -0.251 0.031 1.630  0.383
C: -0.644 2.337 1.307  0.673
C: 0.087 -3.586 2.027  -0.809
C: 0.149 1.267 -3.893  -0.753
C: 0.098 -1.069 2.280  0.519
C: -1.802 2.851 -0.604  -0.104
C: -1.718 4.212 -0.354  -0.812
C: -0.504 3.676 1.631  -0.820
C: 0.683 -0.996 3.536  -0.723
C: -1.230 -3.218 -0.317  -0.107
C: -1.049 4.628 0.784  -0.483
C: 0.643 -1.392 -3.806  -0.644
C: -0.235 -2.326 1.549  0.705
C: -0.106 1.237 2.160  0.565
C: -0.956 -4.514 0.090  -0.835
C: -0.280 -4.696 1.282  -0.480
C: 0.471 1.397 3.412  -0.701
C: 0.881 0.259 4.089  -0.886
H: -0.945 5.681 1.009  0.436
H: -2.297 2.475 -1.492  0.499
H: 1.348 0.350 5.060  0.433
H: -1.257 -5.353 -0.521  0.395
H: -0.584 2.072 -3.866  0.326
H: 0.602 2.374 3.851  0.334
H: -1.739 -3.018 -1.253  0.487
H: 0.302 -2.351 -3.418  0.261
H: -2.156 4.922 -1.041  0.396
H: 1.508 -1.026 -3.248  0.161
H: -0.033 -5.690 1.631  0.440
H: 0.868 -1.485 -4.870  0.436
H: 0.889 1.372 -3.098  0.179
H: 0.036 3.979 2.516  0.355
H: 0.628 -3.705 2.954  0.350
H: 0.983 -1.884 4.072  0.342
H: 0.625 1.233 -4.873  0.419

- Charge: 0
- LUMO energy: -0.4 eV
- HOMO-LUMO gap: 0.3011 hartree
- 2S+1: 1
- Strongest force on any atom: 0.15 eV/Å

=====

Entry 4:
Molecular formula: C17H17N2O4P
Method: DFT, wB97M-V/def2-TZVPD

Last column: Mulliken charge in e.
Element x y z (Å)
P: -1.621 -1.752 1.779  0.027
O: -0.347 2.802 3.749  -0.553
O: -1.562 -1.825 0.136  -0.338
O: -3.083 -1.098 2.115  -0.470
O: 1.408 -1.414 1.702  -0.518
N: 3.050 -0.110 -0.260  -0.230
N: -4.992 -0.075 -2.418  -0.556
C: 0.823 -0.351 1.669  0.234
C: -3.899 -0.709 -4.453  -0.306
C: 2.515 3.454 0.661  -0.824
C: 3.011 2.309 0.061  -0.471
C: 4.296 -0.589 0.406  -0.194
C: -1.103 0.856 2.616  -0.591
C: -4.328 -1.048 -1.800  -0.135
C: -0.624 -0.263 2.065  0.240
C: 4.213 -2.036 0.898  -1.165
C: -3.430 -1.893 -2.437  -0.255
C: 0.951 2.113 1.883  0.514
C: -3.213 -1.717 -3.794  -0.350
C: -4.772 0.081 -3.722  -0.208
C: 2.498 1.050 0.366  0.141
C: -0.185 2.007 2.851  -0.058
C: 1.490 3.347 1.591  -0.607
C: 1.453 0.947 1.283  0.438
H: 1.109 4.232 2.082  0.485
H: -5.325 0.882 -4.201  0.352
H: -2.145 0.948 2.904  0.518
H: 3.585 -2.649 0.256  0.270
H: 4.489 0.046 1.276  0.269
H: -2.521 -2.355 -4.328  0.378
H: -1.042 -1.105 -0.242  0.341
H: -3.761 -0.536 -5.512  0.355
H: -4.524 -1.154 -0.738  0.347
H: 5.225 -2.441 0.976  0.418
H: 3.819 2.388 -0.659  0.390
H: 2.917 4.434 0.442  0.391
H: 3.798 -2.049 1.905  0.211
H: -3.723 -1.808 2.220  0.327
H: 3.315 0.188 -1.190  0.368
H: 5.151 -0.444 -0.258  0.440
H: -2.916 -2.663 -1.880  0.376

- Charge: 0
- SMILES string: CCNc1cccc2c1C(=O)C(P(O)O)=CC2=O.c1ccncc1
- LUMO energy: -1.2 eV
- HOMO-LUMO gap: 0.2886 hartree
- 2S+1: 1
- Relative energy (zero: lowest compared OMol25 entry of this formula, charge and spin): 0.00 kcal/mol
- Strongest force on any atom: 1.33 eV/Å

=====

Entry 5:
Molecular formula: C17H17N4OPd
Method: DFT, wB97M-V/def2-TZVPD

Last column: Mulliken charge in e.
Element x y z (Å)
Pd: 0.558 0.606 -0.781  0.641
O: 0.247 2.209 0.315  -0.684
N: -0.902 -0.857 0.234  -0.294
N: 0.217 3.652 1.994  0.077
N: 3.592 0.105 -0.631  -0.570
N: 0.293 -0.724 -2.177  -0.055
C: -1.524 -4.298 -0.993  -0.917
C: -0.977 -4.211 -2.221  -1.044
C: 0.862 2.730 1.305  0.854
C: 0.841 -0.617 -3.375  -0.129
C: 2.472 0.358 -0.757  0.026
C: -0.940 -1.974 -0.525  0.381
C: 0.815 4.342 3.146  -0.964
C: 0.823 -1.668 -4.296  -0.853
C: -0.349 -2.992 -2.668  1.167
C: -0.314 -1.895 -1.819  -0.266
C: -1.388 -0.907 1.452  -0.150
C: -1.150 3.991 1.582  -0.761
C: 0.244 -2.855 -3.938  -0.473
C: -1.978 -2.068 1.982  -0.735
C: -1.514 -3.165 -0.102  1.373
C: -2.048 -3.190 1.202  -0.666
C: 2.254 2.329 1.644  -1.278
H: 1.721 4.872 2.860  0.379
H: 2.267 1.275 1.920  0.292
H: 1.313 0.327 -3.610  0.450
H: 2.692 2.912 2.445  0.452
H: -0.985 -5.060 -2.892  0.403
H: -1.521 4.780 2.226  0.290
H: 2.866 2.419 0.748  0.317
H: 1.039 3.646 3.951  0.378
H: -1.335 0.007 2.032  0.448
H: -2.495 -4.101 1.579  0.438
H: 0.237 -3.694 -4.623  0.452
H: -2.371 -2.058 2.989  0.405
H: 1.283 -1.528 -5.263  0.406
H: -1.981 -5.220 -0.656  0.409
H: -1.162 4.329 0.548  0.301
H: 0.098 5.070 3.510  0.252
H: -1.800 3.121 1.662  0.246

- Charge: +1
- LUMO energy: -3.9 eV
- HOMO-LUMO gap: 0.2999 hartree
- 2S+1: 1
- Relative energy (zero: lowest compared OMol25 entry of this formula, charge and spin): 11.21 kcal/mol
- Strongest force on any atom: 1.48 eV/Å